Record 1
The following is a quantum chemistry calculation of C41H20F4N8V as an isolated structure in a non-equilibrium geometry, from the OMol25 dataset.

The geometry in XYZ format:
```
74
Properties=species:S:1:pos:R:3
C 3.5587 0.9446 1.8474
H -1.8244 0.4360 2.9887
C 2.1798 2.8655 -0.2438
H 4.2182 0.9368 0.9619
N 1.6528 1.8085 0.5345
N 0.0273 1.0457 2.4649
C 2.2543 1.3721 1.6727
F -0.4874 -5.9319 1.9019
C -4.4130 0.9232 -0.7662
C 0.8955 0.2686 4.9634
C 2.9561 5.1970 -1.5837
V -0.2834 1.3144 0.3139
C 0.0711 -3.1896 2.6864
C 0.0886 -8.7712 -2.2802
C 0.1781 -7.3571 -2.5511
C -0.3402 0.0986 -3.9210
C 0.3432 -7.0834 -3.9987
C -5.2017 1.5684 0.1772
H 0.3927 -0.0514 -4.6600
C 1.5586 4.9404 -1.4000
F 0.5136 -2.6887 -1.5231
N -0.8302 0.7710 -1.6851
C 3.9114 4.3442 -1.0885
H 5.0077 4.5250 -1.1292
C 0.0881 -6.3157 -1.6532
H -3.6025 -0.3714 -3.0887
C -0.0952 -3.1332 1.2614
F 0.5554 -4.4869 -3.2663
H -2.0211 4.1494 -0.5271
H -1.5179 6.3845 -1.0537
C 3.2370 0.3466 4.1272
H 5.1008 0.2908 3.1109
C 1.1873 3.7310 -0.7428
N 0.0273 -9.8959 -2.1670
N -0.1008 3.4270 -0.4662
C -2.5356 -0.1038 -3.0226
C 1.3812 1.0691 2.7328
C -0.2229 -1.8136 0.8363
C 4.0508 0.5078 3.0608
H 4.2582 2.6078 0.1055
C -2.1429 0.4867 -1.8001
C -0.4430 0.2204 4.6688
H -5.2144 2.8141 1.9630
C 1.8524 0.5676 3.9863
H 3.5754 -0.0786 5.0796
C 0.2150 -3.9321 -1.0708
H -2.0482 -0.7559 -4.9844
C -1.0207 4.3199 -0.6696
H 1.0917 0.8104 -2.4739
C 3.5041 3.1888 -0.3846
C -1.6630 -0.2423 -4.0519
N 0.2488 -3.1611 3.7994
N -0.2111 -0.6757 0.6528
H 0.8738 6.9055 -1.7243
H -1.2280 -0.0908 5.3870
C 0.5703 5.9328 -1.4804
C -3.1934 2.2577 1.3347
C 0.0513 0.6093 -2.7011
C -4.5987 2.2836 1.2280
N 0.2849 -6.9288 -5.1490
H -4.8221 0.3500 -1.5717
C -0.2264 -5.5132 0.6421
C -0.1014 -6.4789 -0.2665
C -3.0066 1.0153 -0.6621
H 3.2257 6.0906 -2.1174
C -0.0936 -4.1681 0.3010
H 1.2707 0.0897 5.9302
C 0.2622 -4.9228 -1.9918
H -6.3363 1.4459 0.1509
C -2.3450 1.6179 0.4549
C -0.6891 5.6675 -1.0672
C -0.8252 0.5718 3.3374
F -0.3090 -7.7345 0.1415
H -2.7260 2.7572 2.1796
```

E, eV: -91318.1553
Highest occupied orbital energy (alpha / beta), eV: -7.3 / -7.9
Energy relative to the best compared isomer or geometry (same formula, charge and spin), eV: 0.1446
Total charge: 0
Multiplicity: 4
E_LUMO (alpha / beta), eV: -0.7 / -2.1

=====

Record 2
The following is a quantum chemistry calculation of C41H21Cl5N10O2S2Ta as an isolated structure in a non-equilibrium geometry, from the OMol25 dataset.

The geometry in XYZ format:
```
82
Properties=species:S:1:pos:R:3
C -4.1135 5.0005 1.4026
C 3.8064 0.3523 3.2569
C -3.1757 -4.7459 1.6072
H 0.5576 5.1181 -2.3147
C -3.3036 2.3860 1.6022
H 1.9482 5.5678 -4.3283
C -4.4807 -3.9525 3.4989
H 2.2415 -2.5214 -4.8333
C 1.5278 1.9567 -3.1312
Cl 5.1062 0.4151 4.3665
H -2.5252 5.2728 -0.0288
H -4.4562 6.0238 1.3439
H -0.7262 -5.6813 -2.3270
C -4.3959 2.7875 2.3699
H 5.9911 3.4810 -0.8018
Cl -0.1216 1.0894 3.2007
C -0.5450 -2.9285 -1.4155
C 1.1086 0.7327 -2.4968
N -0.7901 3.0714 -0.7547
C -3.0396 4.5979 0.6384
H 2.0531 -4.9028 -5.5111
C -2.6435 3.2673 0.7609
N -3.1135 0.0259 2.0326
C 2.3093 2.1891 -4.2623
C -2.7314 -1.1707 1.6632
Cl 2.2330 1.2887 5.2504
O 1.0013 -2.2523 0.6686
C -4.1340 -2.6381 3.2662
Cl 3.2012 -0.6808 -0.5649
C 0.0456 -3.6718 -2.4957
C 3.1462 3.8543 -0.0581
H 5.5975 5.6229 -1.7381
N -1.3625 -3.4805 -0.5615
C 5.0896 3.5273 -1.4195
H 2.7801 1.3747 -4.7928
C -2.8177 -3.4192 1.3798
C 0.6552 -5.4228 -3.9607
C 0.9033 2.9922 -2.4553
Cl 5.6020 -0.5091 1.4207
H -2.8040 -5.5409 0.9775
H -4.9107 2.0912 3.0147
C 1.6573 0.2103 1.4302
N 3.9523 2.9956 -0.6870
C -3.2898 -2.3906 2.1865
C 1.0383 4.3195 -2.8597
H 5.2537 2.9361 -2.3202
C -0.0806 -5.0088 -2.8709
H 3.8837 2.0124 -0.4720
N 0.7106 -2.5477 1.8666
H -5.6214 4.4652 2.8392
C -4.0100 -4.9937 2.6778
C 4.0252 -0.0787 1.9474
H 3.0389 3.7303 -5.5416
C -2.6792 1.1021 1.4345
C -4.7826 4.1058 2.2604
C 1.8195 4.5548 -3.9714
C 2.9474 -0.1499 1.0704
H -5.1237 -4.1941 4.3337
N 1.3330 -0.4403 -3.0113
C 0.1080 2.3963 -1.4146
C -1.5986 2.5258 0.1076
H -4.3054 -6.0091 2.8991
N -1.6153 1.2020 0.5384
N -0.0970 -1.6013 -1.4522
C 1.6054 -3.2098 -4.2970
H 0.5931 -6.4519 -4.2864
C 1.4867 0.6373 2.7417
C -1.9486 -2.8157 0.4013
O -0.0100 -1.6778 2.3505
H -4.4842 -1.8351 3.8972
C 2.5243 0.7249 3.6603
C 2.4460 3.5011 -4.6669
N -1.8779 -1.4529 0.6136
S 1.9044 3.4662 0.9648
C 4.7288 4.9713 -1.7648
C 0.8651 -2.7969 -3.1899
H 4.2466 5.0433 -2.7383
S 3.5454 5.4978 -0.4888
C 1.4903 -4.5337 -4.6651
Ta -0.1245 -0.2867 0.2353
C 0.7487 -1.5176 -2.5430
N 0.3383 1.0220 -1.3700
```

E, eV: -147685.1725
Highest occupied orbital energy (alpha / beta), eV: -9.3 / -9.3
Total charge: +1
Multiplicity: 1
E_LUMO (alpha / beta), eV: -4.8 / -4.8